The following is a DFT calculation (ωB97M-V/def2-TZVPD) of one molecule with the formula C6H16N2 at a distorted geometry.

The HOMO-LUMO gap comes out at 9.26 eV. The HOMO energy comes out at -0.299 Eh. As for the structure (SMILES): CN[C@H](C)CN(C)C. The energy above the lowest of the compared OMol25 structures with the same formula, charge and spin comes out at 129.49 kJ/mol.

Structure (XYZ):
```
24
C6H16N2 | the OMol25 dataset | ωB97M-V/def2-TZVPD
C -0.78 -0.61 2.68
N -1.10 -0.71 1.26
C -0.75 0.47 0.45
C -1.86 1.51 0.34
C -0.24 0.00 -0.95
N 1.22 -0.02 -0.99
C 1.77 -1.33 -0.67
C 1.80 0.48 -2.22
H -1.48 0.01 3.25
H 0.19 -0.12 2.79
H -0.72 -1.59 3.07
H -2.09 -0.92 1.15
H 0.10 0.94 0.93
H -1.60 2.28 -0.38
H -2.83 1.06 0.09
H -2.08 1.92 1.33
H -0.67 -1.01 -1.07
H -0.63 0.63 -1.74
H 1.21 -1.78 0.14
H 1.85 -1.99 -1.54
H 2.81 -1.20 -0.34
H 2.85 0.71 -2.04
H 1.67 -0.20 -3.08
H 1.37 1.45 -2.50
```

The following is a DFT calculation (ωB97M-V/def2-TZVPD) of C46H52N5P2PdS2 as an isolated structure at a distorted geometry.

The HOMO-LUMO gap comes out at 7.28 eV. The HOMO energy comes out at -0.363 Eh. Its net charge is +1. The energy above the lowest of the compared OMol25 structures with the same formula, charge and spin comes out at 71.94 kJ/mol.

Structure (XYZ):
```
108
C46H52N5P2PdS2 | the OMol25 dataset | ωB97M-V/def2-TZVPD
Pd 0.14 1.69 -0.27
C -2.41 3.69 -0.50
P -2.06 1.96 -0.95
C -1.97 1.99 -2.77
C -2.31 3.12 -3.52
C -2.17 3.12 -4.90
C -1.69 2.00 -5.56
C -1.35 0.87 -4.83
C -1.49 0.87 -3.45
C -3.56 1.05 -0.53
C -3.92 0.99 0.82
C -5.08 0.34 1.20
C -5.88 -0.29 0.25
C -5.51 -0.26 -1.09
C -4.35 0.41 -1.48
C -1.10 4.40 -0.60
C -0.78 5.73 -0.60
C 0.64 5.81 -0.62
C 1.11 4.52 -0.61
C 2.49 3.96 -0.59
P 2.38 2.19 -0.15
C 3.44 1.32 -1.32
C 3.15 1.46 -2.68
C 3.83 0.70 -3.62
C 4.79 -0.21 -3.20
C 5.08 -0.36 -1.85
C 4.40 0.40 -0.91
C 3.08 1.91 1.50
C 2.79 0.69 2.11
C 3.23 0.44 3.40
C 3.94 1.41 4.10
C 4.22 2.63 3.50
C 3.79 2.88 2.20
N 0.05 3.64 -0.63
H -2.79 3.71 0.53
H -3.20 4.08 -1.13
H -2.66 4.02 -3.03
H -2.44 4.01 -5.46
H -1.58 2.01 -6.63
H -0.96 0.00 -5.33
H -1.19 0.00 -2.89
H -3.30 1.46 1.57
H -5.36 0.31 2.25
H -6.78 -0.80 0.55
H -6.13 -0.74 -1.83
H -4.09 0.45 -2.53
H -1.47 6.56 -0.59
H 1.24 6.70 -0.62
H 3.11 4.48 0.14
H 3.01 4.04 -1.56
H 2.38 2.15 -3.01
H 3.60 0.81 -4.67
H 5.32 -0.81 -3.93
H 5.84 -1.06 -1.53
H 4.62 0.28 0.14
H 2.21 -0.05 1.58
H 2.99 -0.51 3.86
H 4.27 1.21 5.11
H 4.76 3.39 4.04
H 4.04 3.83 1.75
N 0.01 4.02 2.45
C -0.01 2.77 2.96
N -0.20 1.69 2.27
C -0.19 0.59 3.11
C -0.36 -0.73 2.71
C -0.28 -1.74 3.65
C -0.05 -1.45 5.00
C 0.10 -0.14 5.42
C 0.04 0.86 4.46
S 0.22 2.57 4.69
H -0.03 4.15 1.45
H 0.23 4.81 3.02
H -0.53 -0.95 1.66
H -0.40 -2.77 3.35
H -0.01 -2.25 5.72
H 0.27 0.09 6.46
C -3.17 -2.74 1.16
C -3.49 -3.86 0.20
C -2.30 -4.39 -0.59
C -1.84 -3.53 -1.76
N -1.09 -2.31 -1.45
C 0.19 -2.15 -1.09
S 0.94 -0.62 -0.86
N 1.04 -3.18 -0.97
C 0.96 -4.58 -1.37
C 2.16 -5.34 -0.81
C 2.06 -5.70 0.67
C 2.00 -4.53 1.63
H -4.04 -2.48 1.76
H -2.84 -1.83 0.67
H -2.38 -3.05 1.85
H -4.28 -3.55 -0.50
H -3.91 -4.70 0.77
H -2.56 -5.37 -1.00
H -1.46 -4.55 0.09
H -2.71 -3.19 -2.33
H -1.24 -4.12 -2.46
H -1.61 -1.45 -1.43
H 1.97 -2.85 -0.74
H 0.95 -4.65 -2.46
H 0.05 -5.04 -0.99
H 3.07 -4.76 -0.99
H 2.27 -6.26 -1.39
H 2.92 -6.32 0.92
H 1.18 -6.34 0.81
H 2.85 -3.86 1.50
H 2.02 -4.87 2.67
H 1.09 -3.93 1.51
```

The following is a DFT calculation (ωB97M-V/def2-TZVPD) of one molecule with the formula H7NP2Si at a distorted geometry.

The HOMO-LUMO gap comes out at 9.96 eV. The HOMO energy comes out at -0.344 Eh. As for the structure (SMILES): PN[SiH2]P. The energy above the lowest of the compared OMol25 structures with the same formula, charge and spin comes out at 41.71 kJ/mol.

Structure (XYZ):
```
11
H7NP2Si | the OMol25 dataset | ωB97M-V/def2-TZVPD
P 2.39 0.29 -0.01
N 0.71 0.59 0.14
Si -0.51 -0.63 -0.01
P -2.61 0.37 0.02
H 2.34 -0.93 -0.98
H 2.35 -0.59 1.03
H 0.65 1.45 -0.38
H 0.06 -1.96 -0.85
H -0.60 -1.12 1.42
H -2.36 1.11 -1.30
H -2.43 1.43 0.92
```